C3H6F3OTl as an isolated structure at a distorted geometry, computed with the ωB97M-V functional and the def2-TZVPD basis.

```
! wB97M-V def2-TZVPD RIJCOSX def2/J DEFGRID3
* xyz 1 2
H -1.42324 0.66504 -0.67210
C -0.39682 0.32096 -0.47094
F -1.01571 -1.12780 -0.17959
F 0.09616 0.59672 -1.70427
F 0.73904 0.30486 0.26052
Tl -2.99239 -0.89384 1.96609
C -3.32680 2.52040 0.18379
O -1.98306 2.34376 0.53352
C -1.76019 1.34794 1.52390
H -3.36494 3.21319 -0.66663
H -3.81201 1.57003 -0.10739
H -3.88757 2.94586 1.03439
H -0.74094 1.27050 1.92944
H -2.12940 1.86352 2.43897
*
```

The orbital gap (alpha / beta) is 9.182 / 8.322 eV. As for the relative energy (zero: lowest compared OMol25 entry of this formula, charge and spin): 203.4 kJ/mol.

Atom-resolved charges from Löwdin, all expressed in e: number 1, H, carries 0.16; number 2, C, carries -0.27; number 3, F, carries -0.20; number 4, F, carries 0.12; number 5, F, carries 0.15; number 6, Tl, carries 1.11; number 7, C, carries -0.08; number 8, O, carries -0.21; number 9, C, carries -0.27; number 10, H, carries 0.12; number 11, H, carries 0.09; number 12, H, carries 0.11; number 13, H, carries 0.09; number 14, H, carries 0.09



C33H32CdIN13O4SSe as an isolated structure at a distorted geometry, computed with the ωB97M-V functional and the def2-TZVPD basis.

```
! wB97M-V def2-TZVPD RIJCOSX def2/J DEFGRID3
* xyz 0 1
Cd 1.51203 -1.38605 1.15594
C 5.65102 -0.28677 2.68490
C 4.47912 0.40547 3.30381
N 4.68405 1.49421 3.98968
C 3.64506 2.11259 4.56924
C 2.34727 1.67784 4.48774
C 1.25451 2.45945 5.17570
O 0.57588 1.72579 6.17878
C 2.07009 0.49640 3.74316
C 0.73478 0.02140 3.66178
N 0.34879 -0.99900 2.95314
C -0.98012 -1.36612 2.87754
C -2.06024 -0.51213 3.14875
C -3.36201 -0.95472 3.03576
C -3.63933 -2.24840 2.62234
C -2.59512 -3.10862 2.32270
C -1.29730 -2.65870 2.45032
I 0.30767 -3.98379 1.98524
C 3.16961 -0.17845 3.11333
O 3.06121 -1.27256 2.46509
H 6.55484 0.29577 2.84025
H 5.46568 -0.42673 1.62152
H 5.76871 -1.27433 3.12990
H 3.90699 2.99882 5.13418
H 0.48777 2.75004 4.45332
H 1.68749 3.37460 5.60594
H 1.23004 1.41137 6.80956
H 0.00942 0.53014 4.29679
H -1.86079 0.51513 3.41446
H -4.17560 -0.28446 3.27300
H -4.66023 -2.58969 2.53311
H -2.79161 -4.11707 1.99231
N -2.13369 4.13074 -4.03136
C -1.47910 3.35323 -3.10866
C -1.52256 1.95828 -3.18619
C -0.95310 1.19392 -2.18852
C -0.36189 1.80320 -1.09768
C -0.27348 3.18218 -1.02797
C -0.81471 3.95425 -2.03411
S 0.21942 0.80445 0.25989
O -0.02168 1.48933 1.50210
O -0.46973 -0.48356 0.15935
N 1.75785 0.40946 0.01301
C 2.69265 1.34847 0.19756
N 3.96911 0.93517 0.10558
C 4.90550 1.84468 0.28061
C 4.62556 3.17342 0.55794
C 3.27987 3.49858 0.62439
N 2.32050 2.61644 0.42658
H -2.39582 3.70643 -4.90407
H -1.87297 5.09991 -4.07224
H -2.01058 1.48930 -4.03051
H -0.97275 0.11744 -2.22205
H 0.23092 3.62033 -0.18364
H -0.75521 5.03120 -1.99981
H 5.92321 1.48216 0.18444
H 5.40125 3.90532 0.70307
H 2.94259 4.50986 0.82800
C -3.90813 -2.73464 -0.99248
N -3.48308 -2.21098 -2.25751
C -2.21296 -2.24317 -2.72337
Se -0.75779 -2.92838 -1.91767
N -2.21133 -1.67823 -3.96323
C -3.48580 -1.29570 -4.30240
C -4.01343 -0.74504 -5.45462
C -5.38176 -0.52916 -5.48273
C -6.18502 -0.84462 -4.39226
C -5.66214 -1.39967 -3.23500
C -4.29826 -1.63560 -3.20538
H -3.04819 -2.80059 -0.32694
H -4.34334 -3.73051 -1.11243
H -4.65014 -2.06847 -0.55427
H -1.38027 -1.58075 -4.52049
H -3.38583 -0.51648 -6.30154
H -5.83269 -0.12093 -6.37355
H -7.24682 -0.66363 -4.45136
H -6.29684 -1.64919 -2.40016
N 2.14672 -4.22992 -3.24397
N 2.52064 -3.37653 -2.27021
N 3.51247 -2.53306 -2.39343
C 3.54010 -1.95849 -1.19972
N 2.59316 -2.46097 -0.40903
N 1.95454 -3.35881 -1.10533
H 2.38400 -3.86097 -4.15662
H 1.16218 -4.46677 -3.13739
H 4.20915 -1.17434 -0.90190
*
```

The orbital gap is 7.387 eV. As for the relative energy (zero: lowest compared OMol25 entry of this formula, charge and spin): 141.7 kJ/mol.

Atom-resolved charges from Löwdin, all expressed in e: number 1, Cd, carries 1.28; number 2, C, carries -0.04; number 3, C, carries -0.28; number 4, N, carries 0.11; number 5, C, carries -0.12; number 6, C, carries -0.16; number 7, C, carries -0.22; number 8, O, carries -0.06; number 9, C, carries -0.09; number 10, C, carries -0.07; number 11, N, carries -0.06; number 12, C, carries -0.37; number 13, C, carries -0.01; number 14, C, carries -0.07; number 15, C, carries -0.10; number 16, C, carries -0.17; number 17, C, carries -0.59; number 18, I, carries 0.92; number 19, C, carries -0.33; number 20, O, carries -0.20; number 21, H, carries 0.08; number 22, H, carries 0.05; number 23, H, carries 0.08; number 24, H, carries 0.10; number 25, H, carries 0.13; number 26, H, carries 0.12; number 27, H, carries 0.10; number 28, H, carries 0.12; number 29, H, carries 0.11; number 30, H, carries 0.11; number 31, H, carries 0.10; number 32, H, carries 0.09; number 33, N, carries 0.10; number 34, C, carries -0.33; number 35, C, carries -0.02; number 36, C, carries -0.06; number 37, C, carries -0.27; number 38, C, carries -0.06; number 39, C, carries -0.02; number 40, S, carries 0.59; number 41, O, carries -0.29; number 42, O, carries -0.44; number 43, N, carries -0.18; number 44, C, carries -0.49; number 45, N, carries 0.11; number 46, C, carries -0.15; number 47, C, carries -0.05; number 48, C, carries -0.12; number 49, N, carries 0.12; number 50, H, carries 0.09; number 51, H, carries 0.09; number 52, H, carries 0.10; number 53, H, carries 0.07; number 54, H, carries 0.10; number 55, H, carries 0.11; number 56, H, carries 0.11; number 57, H, carries 0.10; number 58, H, carries 0.11; number 59, C, carries -0.02; number 60, N, carries -0.07; number 61, C, carries -0.77; number 62, Se, carries 0.73; number 63, N, carries 0.11; number 64, C, carries -0.19; number 65, C, carries -0.02; number 66, C, carries -0.09; number 67, C, carries -0.09; number 68, C, carries 0.00; number 69, C, carries -0.15; number 70, H, carries 0.04; number 71, H, carries 0.11; number 72, H, carries 0.10; number 73, H, carries 0.15; number 74, H, carries 0.11; number 75, H, carries 0.10; number 76, H, carries 0.10; number 77, H, carries 0.11; number 78, N, carries 0.12; number 79, N, carries -0.30; number 80, N, carries 0.14; number 81, C, carries -0.19; number 82, N, carries -0.09; number 83, N, carries -0.05; number 84, H, carries 0.10; number 85, H, carries 0.03; number 86, H, carries 0.09



An isolated ion of composition C5H7ClIN2O and charge +1 at a distorted geometry, computed with the ωB97M-V functional and the def2-TZVPD basis.

```
! wB97M-V def2-TZVPD RIJCOSX def2/J DEFGRID3
* xyz 1 1
O 2.39088 -0.91443 -1.55156
C 1.19536 -0.58414 -0.98469
N 1.18921 0.14555 0.02755
C -0.14031 0.89524 0.47084
C 0.11948 2.32647 0.78939
Cl 1.01234 3.14137 -0.57831
N -1.19744 0.27972 0.54539
C -1.60098 -1.02627 0.49399
C -2.90777 -1.15829 0.32664
I -4.07308 0.49810 -0.21986
H 2.16848 -1.56654 -2.26575
H 0.31504 -1.01703 -1.34797
H 1.84164 0.69582 0.53582
H 0.66173 2.40171 1.70728
H -0.86518 2.92318 0.91326
H -0.89307 -1.74979 0.66466
H -3.41494 -2.16615 0.24133
*
```

The SMILES is O/C=[NH+]/C(CCl)=N\C=C/I. The orbital gap is 7.973 eV.

Atom-resolved charges from Löwdin, all expressed in e: number 1, O, carries 0.14; number 2, C, carries -0.10; number 3, N, carries 0.19; number 4, C, carries -0.30; number 5, C, carries -0.45; number 6, Cl, carries 0.59; number 7, N, carries 0.03; number 8, C, carries -0.29; number 9, C, carries -0.54; number 10, I, carries 0.89; number 11, H, carries 0.16; number 12, H, carries 0.15; number 13, H, carries 0.15; number 14, H, carries 0.08; number 15, H, carries 0.13; number 16, H, carries 0.09; number 17, H, carries 0.07



C5H6O2 as an isolated structure, computed with the ωB97M-V functional and the def2-TZVPD basis.

```
! wB97M-V def2-TZVPD RIJCOSX def2/J DEFGRID3
* xyz 0 1
O -0.30108 1.49939 -0.12185
C 1.07471 1.04705 -0.10077
C 0.60077 -0.40968 -0.06697
C 0.60455 -0.99791 1.33331
O 1.12215 -0.45872 2.27954
C -0.73008 0.22640 -0.42349
C -1.90045 -0.10584 -0.94615
H -2.61760 0.68632 -1.13417
H 1.56768 1.32557 -1.03725
H 1.61693 1.40502 0.77533
H 1.02613 -1.12338 -0.77958
H 0.08621 -1.97165 1.44654
H -2.14992 -1.12259 -1.22449
*
```

The orbital gap is 9.958 eV. As for the relative energy (zero: lowest compared OMol25 entry of this formula, charge and spin): 192.0 kJ/mol.

Atom-resolved charges from Löwdin, all expressed in e: number 1, O, carries -0.01; number 2, C, carries -0.10; number 3, C, carries -0.16; number 4, C, carries -0.20; number 5, O, carries 0.07; number 6, C, carries -0.35; number 7, C, carries 0.08; number 8, H, carries 0.07; number 9, H, carries 0.13; number 10, H, carries 0.12; number 11, H, carries 0.15; number 12, H, carries 0.13; number 13, H, carries 0.06



One molecule with the formula FNO3S at a distorted geometry, computed with the ωB97M-V functional and the def2-TZVPD basis.

```
! wB97M-V def2-TZVPD RIJCOSX def2/J DEFGRID3
* xyz 0 1
N -0.84663 0.46222 -1.55332
O -0.51518 -0.46634 -0.55836
O -0.40342 1.55608 -1.34876
O 1.83236 -0.40857 0.80659
F -0.39459 -1.16904 1.72940
S 0.32746 0.02564 0.92445
*
```

The orbital gap is 10.296 eV. As for the relative energy (zero: lowest compared OMol25 entry of this formula, charge and spin): 67.7 kJ/mol.

Atom-resolved charges from Löwdin, all expressed in e: number 1, N, carries -0.03; number 2, O, carries -0.33; number 3, O, carries 0.01; number 4, O, carries -0.43; number 5, F, carries -0.29; number 6, S, carries 1.08



A 2-piece molecular cluster, C9H18BBrFNO10S2 overall at a distorted geometry, computed with the ωB97M-V functional and the def2-TZVPD basis.

```
! wB97M-V def2-TZVPD RIJCOSX def2/J DEFGRID3
* xyz -2 1
C 4.55180 -1.40247 0.63119
B 3.31059 -0.50081 0.24805
O 3.19091 -0.11530 -1.09497
C 2.18699 -0.05662 1.25840
O 0.94992 -0.70197 0.81894
C -0.13895 0.18665 0.88986
C -0.16425 0.98686 -0.41760
C -0.99152 2.24742 -0.41360
O -1.64263 2.65513 -1.35287
Br -0.98826 3.30052 1.23402
C -1.39440 -0.69296 1.13572
N -1.43397 -0.89679 2.59080
F -1.20764 -1.94017 0.59450
C -2.72189 -0.06630 0.69776
C -3.14604 -0.15348 -0.76779
C -3.47396 -1.58034 -1.26748
S -2.48048 -2.04335 -2.68027
O -1.11022 -2.16718 -2.32771
O -3.02144 -3.23496 -3.26759
O -2.54728 -0.80929 -3.69395
H 4.38092 -1.99186 1.53201
H 5.40467 -0.74823 0.81923
H 4.83694 -2.08760 -0.16859
H 2.83668 -0.84724 -1.60415
H 2.13701 1.04611 1.21961
H 2.42988 -0.41682 2.26067
H 0.03172 0.85078 1.73398
H -0.42025 0.38599 -1.28232
H 0.85992 1.33901 -0.59882
H -2.31016 -1.34362 2.84576
H -1.49585 0.03593 2.98877
H -2.68522 0.97924 0.99170
H -3.51685 -0.52676 1.28702
H -2.46163 0.31160 -1.46435
H -4.07056 0.41599 -0.84844
H -4.50976 -1.65663 -1.58992
H -3.30444 -2.34101 -0.51677
H -3.46389 -0.52464 -3.81239
O 4.26529 1.55372 0.92288
S 3.53601 2.83656 0.67902
O 4.02508 3.47870 -0.56304
O 3.68780 3.75050 1.83736
O 2.07941 2.48566 0.51541
*
```

The orbital gap is 4.161 eV.

Atom-resolved charges from Löwdin, all expressed in e: number 1, C, carries -0.02; number 2, B, carries -0.53; number 3, O, carries 0.09; number 4, C, carries -0.11; number 5, O, carries -0.11; number 6, C, carries -0.30; number 7, C, carries -0.10; number 8, C, carries -0.74; number 9, O, carries -0.01; number 10, Br, carries 0.75; number 11, C, carries -0.48; number 12, N, carries 0.10; number 13, F, carries 0.05; number 14, C, carries -0.11; number 15, C, carries -0.20; number 16, C, carries -0.22; number 17, S, carries 0.57; number 18, O, carries -0.25; number 19, O, carries -0.31; number 20, O, carries -0.14; number 21, H, carries 0.04; number 22, H, carries 0.06; number 23, H, carries 0.04; number 24, H, carries 0.08; number 25, H, carries 0.04; number 26, H, carries 0.11; number 27, H, carries 0.11; number 28, H, carries 0.12; number 29, H, carries 0.12; number 30, H, carries 0.06; number 31, H, carries 0.08; number 32, H, carries 0.09; number 33, H, carries 0.11; number 34, H, carries 0.07; number 35, H, carries 0.11; number 36, H, carries 0.09; number 37, H, carries 0.10; number 38, H, carries 0.10; number 39, O, carries -0.38; number 40, S, carries 0.27; number 41, O, carries -0.44; number 42, O, carries -0.45; number 43, O, carries -0.47



no.,E (eV)
1,-18089.925
2,-151147.339
3,-30939.866
4,-9375.106
5,-21181.076
6,-126697.628